# 1
The following is a quantum chemistry calculation of a 2-piece molecular cluster, C5H10 overall, from OMol25.

Last column: Mulliken charge in e.
Geometry (Å):
1 C 2.761 0.208 0.635  -0.770
2 C -0.541 0.280 0.456  -0.549
3 C -0.983 -1.084 0.196  -0.345
4 C -2.131 -0.068 -0.238  -0.534
5 C -0.991 0.904 -0.783  -0.334
6 H 3.289 1.127 0.368  0.257
7 H 3.315 -0.317 1.417  0.276
8 H 2.682 -0.433 -0.247  0.211
9 H 1.759 0.455 1.002  0.201
10 H -0.702 -1.621 -0.720  0.232
11 H -1.131 -1.750 1.047  0.246
12 H -2.818 0.300 0.516  0.274
13 H -2.656 -0.491 -1.091  0.361
14 H -1.143 1.983 -0.791  0.246
15 H -0.709 0.507 -1.767  0.229

* multiplicity: 1
* HOMO energy: -8.08 eV
* energy relative to the best compared isomer or geometry (same formula, charge and spin): 431.8 kJ/mol
* molecular weight: 70.135 g mol⁻¹
* maximum force: 0.0080 hartree/bohr

***

# 2
The following is a quantum chemistry calculation of C3H6N3O6P3 as an isolated structure at a distorted geometry, from OMol25.

Last column: Mulliken charge in e.
Geometry (Å):
1 C -0.292 2.455 -1.908  -0.105
2 C 0.161 1.549 0.736  -0.751
3 C 0.448 0.726 2.901  0.167
4 N 0.719 -0.147 -1.708  -0.524
5 N -1.828 0.482 -0.830  -0.368
6 N -1.000 -2.076 -0.600  -0.337
7 O 0.653 3.096 -2.355  -0.442
8 O 0.042 0.678 1.674  -0.031
9 O 0.255 -0.363 3.704  -0.426
10 O -3.334 -1.387 0.336  -0.621
11 O 1.001 -2.694 -2.073  -0.523
12 O 1.432 -1.925 0.264  -0.472
13 P -0.243 0.929 -0.909  0.935
14 P -2.141 -1.005 -0.379  0.544
15 P 0.496 -1.638 -1.037  0.800
16 H -1.386 2.794 -2.019  0.321
17 H 1.042 1.990 0.643  0.401
18 H 1.056 1.496 3.367  0.407
19 H -0.291 -0.991 3.251  0.345
20 H 0.939 -2.381 -2.976  0.337
21 H 2.272 -1.589 -0.081  0.344

* multiplicity: 1
* HOMO energy (spin up / spin down): -8.22 / -8.25 eV
* energy relative to the best compared isomer or geometry (same formula, charge and spin): 293.0 kJ/mol
* molecular weight: 273.018 g mol⁻¹
* maximum force: 0.1234 hartree/bohr

***

# 3
The following is a quantum chemistry calculation of a 5-piece molecular cluster, C30H54Cl16FIN5O overall at a distorted geometry, from OMol25.

Last column: Mulliken charge in e.
Geometry (Å):
1 C -3.485 3.579 -0.322  -1.306
2 C -2.507 3.230 0.806  -0.958
3 C -2.032 1.749 0.778  -0.786
4 C -0.492 1.637 0.812  -0.694
5 C -0.163 2.029 2.288  -1.937
6 C 0.245 0.395 0.157  2.506
7 C 0.106 0.522 -1.414  -1.427
8 C -0.968 1.387 -2.079  0.164
9 C -0.649 1.534 -3.591  -1.315
10 C -1.874 1.347 -4.490  -0.256
11 C -1.552 1.734 -5.952  -0.781
12 N -2.209 2.969 -6.413  -0.545
13 C -0.378 -0.972 0.621  0.075
14 C 0.453 -2.222 0.314  -1.962
15 C 0.121 -3.482 1.072  -0.846
16 O -0.259 -3.567 2.207  -0.370
17 I 0.583 -5.328 0.020  0.049
18 C -1.848 -1.125 0.170  -0.116
19 C -2.531 -2.435 -0.230  1.038
20 N -3.869 -1.930 -0.683  -0.693
21 N -2.851 -3.357 0.853  -0.567
22 N -1.839 -3.158 -1.295  -0.380
23 N -0.352 -0.890 2.132  0.578
24 C 1.016 -0.752 2.717  -1.625
25 C 2.106 -0.038 1.888  -1.284
26 C 1.817 0.458 0.430  1.902
27 C 2.284 1.943 0.341  -2.024
28 C 3.663 2.409 0.886  0.258
29 C 3.533 3.201 2.208  -1.591
30 C 4.833 1.443 1.028  -1.364
31 C 2.828 -0.280 -0.554  0.991
32 F 3.453 0.703 -1.349  -0.559
33 C 2.561 -1.439 -1.541  -0.351
34 C 3.597 -1.499 -2.674  -1.456
35 H -3.271 3.049 -1.246  0.210
36 H -4.504 3.369 -0.002  0.347
37 H -3.455 4.652 -0.508  0.418
38 H -3.023 3.412 1.749  0.483
39 H -1.650 3.906 0.822  0.366
40 H -2.538 1.308 -0.069  0.125
41 H -2.478 1.271 1.655  0.601
42 H -0.148 2.497 0.247  1.086
43 H -0.364 3.095 2.394  0.655
44 H 0.865 1.910 2.595  0.102
45 H -0.806 1.545 3.026  0.664
46 H -0.097 -0.487 -1.777  -0.575
47 H 1.043 0.868 -1.838  1.083
48 H -1.976 0.975 -2.031  0.250
49 H -1.039 2.396 -1.675  0.415
50 H -0.163 2.490 -3.786  0.295
51 H 0.074 0.757 -3.857  0.435
52 H -2.150 0.292 -4.457  0.170
53 H -2.681 1.979 -4.120  0.307
54 H -1.801 0.929 -6.640  0.407
55 H -0.481 1.904 -6.058  0.314
56 H -1.881 3.726 -5.823  0.241
57 H -3.202 2.890 -6.223  0.256
58 H 0.403 -2.440 -0.743  1.579
59 H 1.511 -2.111 0.554  0.499
60 H -2.482 -0.735 0.965  0.253
61 H -2.041 -0.465 -0.664  -1.414
62 H -3.748 -1.420 -1.554  0.150
63 H -4.459 -2.729 -0.883  0.395
64 H -2.515 -3.041 1.748  0.101
65 H -2.437 -4.257 0.649  0.360
66 H -1.284 -2.523 -1.855  0.004
67 H -2.508 -3.568 -1.932  0.354
68 H -0.745 -1.746 2.549  0.167
69 H -1.014 -0.189 2.465  0.885
70 H 1.336 -1.759 2.977  0.173
71 H 0.890 -0.258 3.678  0.586
72 H 2.437 0.798 2.495  0.030
73 H 2.971 -0.701 1.893  0.531
74 H 1.610 2.567 0.911  0.390
75 H 2.100 2.328 -0.662  0.861
76 H 4.002 3.166 0.176  0.537
77 H 2.693 3.893 2.170  0.357
78 H 3.462 2.548 3.078  0.279
79 H 4.426 3.817 2.303  0.539
80 H 5.681 1.983 1.450  0.568
81 H 4.660 0.589 1.682  0.030
82 H 5.180 1.055 0.073  0.225
83 H 3.646 -0.656 0.063  0.383
84 H 2.718 -2.376 -1.004  0.267
85 H 1.586 -1.499 -2.008  -0.156
86 H 4.608 -1.416 -2.288  0.176
87 H 3.411 -0.765 -3.449  0.321
88 H 3.517 -2.500 -3.097  0.499
89 C 6.209 -2.590 1.371  0.346
90 Cl 4.653 -3.439 1.399  -0.089
91 Cl 6.330 -1.540 2.786  -0.097
92 Cl 7.515 -3.764 1.392  -0.080
93 Cl 6.296 -1.612 -0.098  -0.067
94 C -0.552 2.043 -9.962  0.365
95 Cl -0.667 3.742 -9.520  -0.085
96 Cl 0.468 1.193 -8.791  -0.112
97 Cl -2.164 1.319 -9.961  -0.103
98 Cl 0.160 1.891 -11.569  -0.100
99 C -1.532 -1.950 6.097  0.315
100 Cl -2.213 -2.122 4.454  -0.058
101 Cl -0.780 -0.352 6.227  -0.113
102 Cl -2.824 -2.111 7.270  -0.015
103 Cl -0.320 -3.199 6.343  -0.086
104 C -5.578 -4.347 9.890  0.380
105 Cl -7.330 -4.500 9.977  -0.085
106 Cl -5.164 -2.780 9.169  -0.084
107 Cl -4.887 -4.443 11.509  -0.085
108 Cl -4.915 -5.637 8.883  -0.101

* total charge: +1
* multiplicity: 1
* HOMO energy: -11.11 eV
* energy relative to the best compared isomer or geometry (same formula, charge and spin): 0.0 kJ/mol
* molecular weight: 1213.946 g mol⁻¹
* maximum force: 0.0339 hartree/bohr

***

# 4
The following is a quantum chemistry calculation of H23O11 as an isolated structure at a distorted geometry, from OMol25.

Last column: Mulliken charge in e.
Geometry (Å):
1 O 1.981 -0.342 2.181  -0.610
2 H 1.329 -0.808 2.797  0.396
3 H 2.829 -0.798 2.127  0.372
4 O 0.121 2.672 -2.564  -0.489
5 H 0.588 1.805 -2.603  0.320
6 H -0.057 2.858 -3.504  0.352
7 O -0.177 -1.662 2.850  -0.668
8 H -0.790 -1.578 3.592  0.327
9 H -0.419 -2.510 2.381  0.408
10 O 3.098 -2.082 -0.090  -0.490
11 H 2.520 -2.790 0.215  0.339
12 H 2.437 -1.413 -0.304  0.304
13 O -0.648 1.789 0.494  -0.547
14 H -0.536 2.666 -0.048  0.552
15 H -1.488 0.983 0.486  0.483
16 O -1.649 -0.272 0.286  -0.577
17 H -2.542 -0.663 0.402  0.408
18 H -1.036 -0.774 0.847  0.308
19 O 1.425 0.562 -0.352  -0.672
20 H 1.753 0.175 0.547  0.285
21 O -0.056 -3.642 1.085  -0.633
22 H 0.845 -3.837 1.365  0.329
23 H -0.553 -4.416 0.798  0.290
24 O -0.045 4.076 -0.561  -0.599
25 H -0.301 5.015 -0.472  0.313
26 H 0.548 4.207 -1.329  0.315
27 O -0.001 -0.418 -2.564  -0.367
28 H 0.643 -1.088 -2.925  0.432
29 H 0.103 -0.689 -1.625  0.301
30 O -3.862 -0.114 -0.798  -0.619
31 H -4.501 -0.389 -1.475  0.319
32 H -3.747 0.831 -0.947  0.301
33 H 2.000 1.343 -0.446  0.356
34 H 0.190 1.301 0.153  0.463

* total charge: +2
* multiplicity: 2
* HOMO energy (spin up / spin down): -17.81 / -17.48 eV
* energy relative to the best compared isomer or geometry (same formula, charge and spin): 38.8 kJ/mol
* ⟨S²⟩: 0.757
* molecular weight: 199.173 g mol⁻¹
* maximum force: 0.0425 hartree/bohr

***

# 5
The following is a quantum chemistry calculation of C14H21ClF3IN4O6PS4 as an isolated structure at a distorted geometry, from OMol25.

Last column: Mulliken charge in e.
Geometry (Å):
1 C -1.196 -3.254 3.915  0.142
2 C -0.622 -2.771 2.974  -1.021
3 C 0.183 -2.591 1.752  0.339
4 C -0.624 -2.609 0.473  -0.058
5 N -0.174 -1.820 -0.479  -0.142
6 C -1.040 -1.974 -1.483  0.855
7 N -0.908 -1.311 -2.656  -0.672
8 I 0.734 -0.029 -2.701  0.335
9 S -1.847 -1.390 -4.045  1.145
10 O -1.259 -0.557 -5.022  -0.630
11 O -1.985 -2.705 -4.554  -0.567
12 C -3.530 -0.617 -3.717  0.703
13 F -3.583 -0.113 -2.497  -0.214
14 F -4.493 -1.448 -3.957  -0.183
15 F -3.661 0.382 -4.538  -0.197
16 N -1.991 -2.835 -1.147  0.179
17 Cl -3.380 -3.446 -1.874  0.098
18 N -1.726 -3.271 0.128  0.034
19 P -2.641 -4.451 1.101  0.055
20 S -4.153 -3.640 1.958  -0.241
21 H -1.812 -3.486 4.751  0.455
22 H 0.601 -1.581 1.812  -0.113
23 H 0.991 -3.321 1.673  0.402
24 H -2.992 -5.485 0.207  0.115
25 H -1.693 -4.980 2.002  0.177
26 C -2.267 4.394 0.839  -0.619
27 C -2.891 3.379 -0.127  -0.729
28 C -1.751 2.519 -0.687  -0.128
29 S -0.470 2.507 0.572  1.269
30 O 0.693 3.183 0.051  -0.681
31 O -0.382 1.186 1.152  -0.578
32 C -1.303 3.598 1.714  -0.835
33 H -3.023 4.899 1.438  0.376
34 H -1.720 5.152 0.275  0.297
35 H -3.597 2.746 0.416  0.309
36 H -3.443 3.869 -0.928  0.375
37 H -2.071 1.497 -0.882  -0.184
38 H -1.328 2.954 -1.592  0.370
39 H -0.572 4.219 2.228  0.412
40 H -1.840 2.979 2.432  0.364
41 C 5.699 0.715 0.058  -0.578
42 C 4.721 1.876 0.279  -0.771
43 C 3.333 1.267 0.501  0.006
44 S 3.602 -0.362 1.204  1.367
45 O 3.137 -1.355 0.259  -0.642
46 O 3.169 -0.372 2.578  -0.736
47 C 5.388 -0.307 1.147  -0.843
48 H 6.736 1.044 0.104  0.376
49 H 5.529 0.272 -0.927  0.274
50 H 5.019 2.442 1.164  0.316
51 H 4.717 2.567 -0.563  0.356
52 H 2.734 1.858 1.188  0.236
53 H 2.794 1.131 -0.433  -0.145
54 H 5.780 -1.300 0.934  0.408
55 H 5.739 0.033 2.121  0.358

* total charge: +1
* multiplicity: 1
* HOMO energy: -12.39 eV
* molecular weight: 719.937 g mol⁻¹
* maximum force: 0.0580 hartree/bohr

***

# 6
The following is a quantum chemistry calculation of C3H3Br2Cl as an isolated structure at a distorted geometry, from OMol25.

Last column: Mulliken charge in e.
Geometry (Å):
1 C -0.469 -0.037 0.573  -0.008
2 C 1.312 1.332 -0.264  0.031
3 C -0.692 -1.210 -0.274  -0.811
4 Cl 1.087 2.853 0.381  -0.050
5 Br -1.918 1.051 0.894  -0.052
6 Br 2.914 0.504 0.255  -0.049
7 H -0.811 -0.867 -1.309  0.300
8 H 0.177 -1.866 -0.234  0.252
9 H -1.602 -1.760 -0.021  0.387

* multiplicity: 1
* HOMO energy (spin up / spin down): -8.38 / -8.23 eV
* energy relative to the best compared isomer or geometry (same formula, charge and spin): 479.7 kJ/mol
* molecular weight: 234.318 g mol⁻¹
* maximum force: 0.0452 hartree/bohr